[1]
60
Properties=species:S:1:pos:R:3 method="wB97M-V/def2-TZVPD" e_tot_ha=-1958.9275 homo_ev=-11.0 total_charge=+1 de_lowest_kj_mol=0.0 orbital_gap_ev=6.6 lumo_ha=-0.1588
C 3.2501 0.9153 3.1846
C 2.1834 2.0063 3.1876
C 1.1951 1.8574 1.9966
C 1.4031 2.9004 0.8708
C -0.2440 1.8242 2.4302
N -0.9244 0.7663 2.0844
N -2.2005 0.6959 2.4250
Cl -2.9728 -0.6988 1.8321
C -2.9042 1.5916 3.1192
B -4.4826 1.2604 3.3967
C -4.8789 0.2802 4.5362
O -5.3966 1.8575 2.6098
C -2.2129 2.7333 3.5476
P -3.1264 3.9176 4.6063
O -4.4839 4.2276 4.1374
C -0.8710 2.8859 3.1852
N -0.1066 3.9334 3.5685
H 2.8114 -0.0737 3.0543
H 3.7820 0.9129 4.1359
H 3.9989 1.0902 2.4131
H 2.6750 2.9820 3.1383
H 1.6504 1.9855 4.1416
H 1.4007 0.8876 1.5498
H 2.4109 3.3085 0.9039
H 0.6930 3.7305 0.9301
H 1.2220 2.4425 -0.1009
H -5.8611 -0.1309 4.3022
H -4.9765 0.7941 5.4980
H -4.1706 -0.5394 4.6575
H -5.1811 2.0017 1.6851
H -2.2518 5.0098 4.6972
H -3.0123 3.3043 5.8652
H 0.7628 4.0499 3.0665
H -0.5747 4.8212 3.6879
C -0.6383 -2.0155 -2.5823
C -1.0137 -1.1956 -1.3484
C 0.3574 -0.7787 -0.8319
O 1.1995 -0.6595 -1.9693
C 0.5576 -1.2364 -3.1137
H -1.4412 -2.1044 -3.3120
H -0.3311 -3.0205 -2.2869
H -1.5888 -0.3143 -1.6458
H -1.5926 -1.7506 -0.6122
H 0.7703 -1.5352 -0.1529
H 0.3360 0.1778 -0.3081
H 0.2410 -0.4266 -3.7798
H 1.2726 -1.8659 -3.6439
C 3.4082 -4.2807 -6.6743
C 1.9947 -3.7558 -6.9180
C 1.2897 -4.1781 -5.6361
O 2.2764 -4.1499 -4.6017
C 3.5783 -4.0229 -5.1832
H 4.1701 -3.7861 -7.2744
H 3.4520 -5.3516 -6.8816
H 2.0067 -2.6670 -7.0047
H 1.5220 -4.1630 -7.8101
H 0.8952 -5.1962 -5.7147
H 0.4707 -3.5089 -5.3636
H 3.9538 -3.0112 -4.9953
H 4.2478 -4.7341 -4.6991

[2]
100
Properties=species:S:1:pos:R:3 method="wB97M-V/def2-TZVPD" e_tot_ha=-3308.2514 homo_ev=-9.1 orbital_gap_ev=7.6 smiles="O=C(F)N(BN(C(=O)F)C(=O)F)C(=O)F.Fc1ccccc1.Fc1ccccc1.Fc1ccccc1.Fc1ccccc1.Fc1ccccc1.Fc1ccccc1.Fc1ccccc1" lumo_ha=-0.0544
O -0.4443 3.5731 2.1684
C -0.1498 2.3548 2.0667
F 1.0845 1.9555 2.7019
N -1.0265 1.3768 1.3722
B -0.2576 0.1057 1.0642
N -0.1371 -0.5214 -0.3055
C 1.3025 -0.8345 -0.4927
O 1.8281 -0.5427 -1.5929
F 2.1267 -1.4012 0.5337
C -0.8494 -1.8112 -0.4125
O -0.5612 -2.8760 0.1632
F -1.9710 -1.8507 -1.3210
C -1.6260 1.9732 0.1567
O -0.9074 2.3514 -0.7966
F -3.0441 2.1706 0.0815
H 0.3126 -0.3731 1.9943
F 9.0177 -0.9230 -2.4370
C 7.7134 -0.9612 -2.1221
C 7.2953 -1.7253 -1.0433
C 5.9437 -1.7608 -0.7138
C 5.0245 -1.0402 -1.4736
C 5.4552 -0.2803 -2.5577
C 6.8079 -0.2356 -2.8810
H 8.0240 -2.2858 -0.4690
H 5.6067 -2.3494 0.1331
H 3.9700 -1.0717 -1.2188
H 4.7374 0.2770 -3.1508
H 7.1620 0.3576 -3.7161
F 2.9238 -0.4865 7.7021
C 3.2119 0.6163 6.9926
C 4.3248 1.3714 7.3291
C 4.6261 2.5117 6.5903
C 3.8043 2.8894 5.5303
C 2.6864 2.1260 5.2045
C 2.3913 0.9799 5.9361
H 4.9477 1.0666 8.1622
H 5.4991 3.1058 6.8404
H 4.0374 3.7815 4.9572
H 2.0471 2.4230 4.3842
H 1.5300 0.3689 5.6909
F -0.3130 -4.6042 -3.2264
C -1.5786 -4.8908 -3.5708
C -2.5854 -4.7702 -2.6254
C -3.8982 -5.0620 -2.9832
C -4.1872 -5.4818 -4.2799
C -3.1675 -5.6042 -5.2199
C -1.8561 -5.3017 -4.8655
H -2.3402 -4.4502 -1.6193
H -4.6948 -4.9634 -2.2531
H -5.2104 -5.7133 -4.5570
H -3.3938 -5.9350 -6.2282
H -1.0511 -5.3828 -5.5867
F -6.7093 -3.8185 -5.1607
C -6.4210 -2.7150 -5.8699
C -5.3069 -1.9616 -5.5331
C -5.0048 -0.8209 -6.2710
C -5.8265 -0.4407 -7.3308
C -6.9455 -1.2029 -7.6563
C -7.2418 -2.3498 -6.9257
H -4.6840 -2.2683 -4.7004
H -4.1309 -0.2282 -6.0208
H -5.5926 0.4527 -7.9039
H -7.5869 -0.9038 -8.4790
H -8.1038 -2.9597 -7.1709
F -5.5325 1.8398 -9.0131
C -5.5407 3.1469 -9.3281
C -5.3102 3.5327 -10.6395
C -5.3237 4.8850 -10.9663
C -5.5568 5.8364 -9.9756
C -5.7821 5.4374 -8.6609
C -5.7797 4.0847 -8.3357
H -5.1225 2.7785 -11.3950
H -5.1521 5.1976 -11.9910
H -5.5628 6.8916 -10.2306
H -5.9594 6.1798 -7.8897
H -5.9619 3.7556 -7.3192
F -1.3352 -0.3507 3.6228
C -1.6226 -1.6080 4.0076
C -0.8645 -2.2056 5.0024
C -1.1650 -3.5034 5.4034
C -2.2133 -4.1924 4.7970
C -2.9646 -3.5838 3.7955
C -2.6715 -2.2819 3.4019
H -0.0474 -1.6569 5.4569
H -0.5831 -3.9780 6.1864
H -2.4442 -5.2066 5.1074
H -3.7780 -4.1232 3.3215
H -3.2518 -1.7892 2.6298
F 7.2877 5.1561 8.2635
C 7.0986 4.5761 9.4591
C 5.9366 4.8398 10.1682
C 5.7381 4.2345 11.4052
C 6.7089 3.3805 11.9241
C 7.8741 3.1266 11.2058
C 8.0682 3.7230 9.9638
H 5.1961 5.5134 9.7523
H 4.8289 4.4281 11.9647
H 6.5552 2.9120 12.8913
H 8.6310 2.4644 11.6131
H 8.9652 3.5297 9.3870

[3]
88
Properties=species:S:1:pos:R:3 method="wB97M-V/def2-TZVPD" e_tot_ha=-4972.3167 homo_ev="-12.7 / -13.7" total_charge=+2 spin_multiplicity=4 orbital_gap_ev="6.6 / 5.5" lumo_ha="-0.2221 / -0.2994"
F 5.0293 3.5719 -4.4258
C 4.3756 2.4702 -4.0145
C 3.3039 1.9700 -4.7502
F 2.9655 2.5430 -5.9214
C 2.6202 0.8479 -4.2894
F 1.7819 0.2484 -5.1680
C 2.8858 0.2393 -3.0587
Si 2.0189 -1.2532 -2.3511
C 0.5940 -1.7854 -3.4392
C 0.5062 -3.0002 -4.1302
F 1.5624 -3.8562 -4.1615
C -0.5787 -3.3499 -4.9288
F -0.5837 -4.5271 -5.5841
C -1.6267 -2.4502 -5.0965
F -2.6753 -2.7719 -5.8720
C -1.5418 -1.1912 -4.5048
F -2.4939 -0.2670 -4.7224
C -0.4214 -0.8772 -3.7450
F -0.2584 0.4259 -3.4022
C 3.3262 -2.6035 -2.4485
C 4.3233 -2.6303 -3.4290
F 4.3234 -1.7035 -4.4242
C 5.2641 -3.6495 -3.5376
F 6.2069 -3.6058 -4.4981
C 5.1879 -4.7398 -2.6754
F 6.0702 -5.7488 -2.7838
C 4.1631 -4.7893 -1.7310
F 4.0181 -5.8817 -0.9572
C 3.2617 -3.7321 -1.6327
F 2.2114 -3.8497 -0.7752
O 1.5892 -0.9445 -0.6482
C 0.4655 -0.5478 -0.1622
C 0.0799 -0.5564 1.2951
C -1.3085 -1.2061 1.0802
C -1.8196 -0.5206 -0.1630
O -0.5590 -0.2865 -0.9347
C 4.0351 0.7050 -2.4217
F 4.4962 0.0149 -1.3351
C 4.7690 1.8044 -2.8557
F 5.8506 2.2284 -2.1672
H 0.7985 -1.1879 1.8515
H -1.1571 -2.2754 0.8698
H -1.9996 -1.1633 1.9240
H -2.4501 -1.1422 -0.8036
H -2.2943 0.4388 0.0363
O -6.5659 -1.8395 1.6306
C -6.1646 -0.8657 2.1276
Cr -5.4918 0.5362 3.2078
C -4.1999 -0.7372 3.7359
O -3.5351 -1.6456 4.0555
C -6.5244 -0.3325 4.5498
O -7.0875 -1.0407 5.2843
C -6.6970 2.3301 3.1255
C -6.2558 2.0118 1.8392
C -4.8961 1.7866 1.5923
C -3.9379 1.9493 2.6071
C -2.5346 1.6339 2.3100
C -1.3980 1.2915 2.0261
C 0.0112 0.8155 1.8728
C 0.5134 0.8272 3.3483
C -0.2773 0.1627 4.2992
C 0.0365 0.2070 5.6589
C 1.2209 0.8196 6.0752
C 2.0390 1.4465 5.1415
C 1.6561 1.5049 3.7959
C 0.8041 1.7735 0.9585
C 0.1809 2.8522 0.3396
C 0.8704 3.5789 -0.6378
C 2.2385 3.3840 -0.8126
C 2.8955 2.4355 -0.0231
C 2.1629 1.5430 0.7525
C -4.3974 2.2239 3.9110
C -5.7554 2.4447 4.1591
H -7.7661 2.4619 3.3222
H -6.9689 1.8892 1.0272
H -4.5456 1.4762 0.6041
H -1.1894 -0.3433 3.9778
H -0.6578 -0.2381 6.3735
H 1.4927 0.8120 7.1260
H 2.9698 1.9228 5.4460
H 2.2607 2.0807 3.0972
H -0.8468 3.0932 0.6084
H 0.3400 4.3278 -1.2274
H 2.7949 3.9606 -1.5618
H 3.9838 2.3910 -0.0163
H 2.6680 0.7357 1.2869
H -3.6724 2.2518 4.7278
H -6.0894 2.6669 5.1705

[4]
9
Properties=species:S:1:pos:R:3 method="wB97M-V/def2-TZVPD" e_tot_ha=-825.6323 homo_ev="-11.1 / -10.1" de_lowest_kj_mol=309.4 orbital_gap_ev="9.6 / 6.8" lumo_ha="-0.0524 / -0.1215"
C -1.8231 -0.0115 -0.0329
C -0.9572 -0.9536 -0.1509
O 2.8716 -0.4721 0.5050
O 2.1139 1.1549 -1.2190
F -0.8683 -2.2402 -0.2074
F 1.2514 1.3819 1.1468
S 1.8224 0.3109 -0.0901
H -1.5209 1.0235 -0.0088
H -2.8898 -0.1938 0.0573